The following is a quantum chemistry calculation of the ion C2H5N4S with charge -1, from the Open Molecules 2025 dataset.

Values from the calculation:
- LUMO (alpha / beta): 3.87 / 3.87 eV
- Total charge: -1
- Energy above the lowest of the compared OMol25 structures with the same formula, charge and spin: 0.834 eV
- Calculated total energy: -696.323721 Ha
- F_max: 0.10498 hartree/bohr
- Structure (SMILES): CN1C[N-][N+](=S)[N-]1
- HOMO level (alpha / beta): -2.38 / -2.37 eV
- Kohn-Sham gap (alpha / beta): 0.2295 / 0.2295 Ha

Positions of all 12 atoms, in Å:
1 C 1.380 -1.002 0.060
2 N 0.136 -0.342 -0.469
3 C 0.039 1.143 -0.129
4 N -1.409 1.351 0.064
5 N -1.878 0.101 -0.065
6 S -3.449 -0.254 0.316
7 N -1.048 -0.878 -0.304
8 H 2.154 -0.980 -0.743
9 H 1.840 -0.402 0.873
10 H 1.168 -1.959 0.562
11 H 0.482 1.740 -0.907
12 H 0.585 1.483 0.741

Atom charges from the Mulliken analysis, given in e for atoms 1 to 4:
1 C -0.79
2 N 0.18
3 C -0.39
4 N -0.70

=====

The following is a quantum chemistry calculation of the ion C2H5N4S with charge +1, from the Open Molecules 2025 dataset.

Values from the calculation:
- LUMO: -3.52 eV
- Total charge: +1
- Energy above the lowest of the compared OMol25 structures with the same formula, charge and spin: 0.846 eV
- Calculated total energy: -696.143243 Ha
- F_max: 0.07042 hartree/bohr
- Structure (SMILES): [NH2+]=c1[nH]cnn1S
- HOMO level: -13.83 eV
- Kohn-Sham gap: 0.3787 Ha

Positions of all 12 atoms, in Å:
1 N -0.607 1.589 -0.852
2 C -0.289 0.406 -0.276
3 N -1.221 -0.532 0.151
4 C -0.516 -1.462 0.879
5 N 0.740 -1.167 0.862
6 N 0.897 0.005 0.195
7 S 2.259 0.915 0.245
8 H 0.232 1.885 -1.299
9 H -1.480 1.611 -1.350
10 H -2.164 -0.747 -0.177
11 H -1.014 -2.329 1.367
12 H 3.162 -0.173 0.254

Atom charges from the Mulliken analysis, given in e for atoms 1 to 4:
1 N -0.40
2 C 0.37
3 N -0.11
4 C -0.08

=====

The following is a quantum chemistry calculation of the molecule C2H5N5O, from the Open Molecules 2025 dataset.

Values from the calculation:
- LUMO: 0.35 eV
- Energy above the lowest of the compared OMol25 structures with the same formula, charge and spin: 3.722 eV
- Calculated total energy: -428.086339 Ha
- F_max: 0.11033 hartree/bohr
- Structure (SMILES): NNc1n[nH][nH]c1=O
- HOMO level: -8.50 eV
- Kohn-Sham gap: 0.3252 Ha

Positions of all 13 atoms, in Å:
1 N 2.446 -0.079 0.430
2 N 1.544 -0.774 -0.430
3 C 0.278 -0.449 -0.018
4 N -0.679 -1.407 -0.042
5 N -1.903 -0.818 -0.042
6 N -1.666 0.560 0.210
7 C -0.373 0.822 -0.035
8 O 0.080 1.982 -0.213
9 H 3.081 0.596 -0.393
10 H 1.792 0.575 1.192
11 H 1.756 -1.769 -0.207
12 H -2.652 -1.201 0.637
13 H -2.229 1.336 -0.094

Atom charges from the Mulliken analysis, given in e for atoms 1 to 4:
1 N -0.61
2 N -0.07
3 C 0.26
4 N -0.46

=====

Q: F_max of number 3 (C2H5N5O)?
A: 0.11033 hartree/bohr

=====

Q: Which of these has the highest F_max?
A: C2H5N5O

=====

What did the first record say?
The following is a quantum chemistry calculation of the ion C2H5N4S with charge -1, from the Open Molecules 2025 dataset.

Values from the calculation:
- LUMO (alpha / beta): 3.87 / 3.87 eV
- Total charge: -1
- Energy above the lowest of the compared OMol25 structures with the same formula, charge and spin: 0.834 eV
- Calculated total energy: -696.323721 Ha
- F_max: 0.10498 hartree/bohr
- Structure (SMILES): CN1C[N-][N+](=S)[N-]1
- HOMO level (alpha / beta): -2.38 / -2.37 eV
- Kohn-Sham gap (alpha / beta): 0.2295 / 0.2295 Ha

Positions of all 12 atoms, in Å:
1 C 1.380 -1.002 0.060
2 N 0.136 -0.342 -0.469
3 C 0.039 1.143 -0.129
4 N -1.409 1.351 0.064
5 N -1.878 0.101 -0.065
6 S -3.449 -0.254 0.316
7 N -1.048 -0.878 -0.304
8 H 2.154 -0.980 -0.743
9 H 1.840 -0.402 0.873
10 H 1.168 -1.959 0.562
11 H 0.482 1.740 -0.907
12 H 0.585 1.483 0.741

Atom charges from the Mulliken analysis, given in e for atoms 1 to 4:
1 C -0.79
2 N 0.18
3 C -0.39
4 N -0.70